1.
{
  "formula": "C23H41IP2Sc",
  "method": "wB97M-V/def2-TZVPD",
  "multiplicity": 1,
  "gap_ev": 7.09,
  "e_above_lowest_ev": 0.0000,
  "energy_ev": -71891.08457,
  "charge": 1,
  "symbols": ["Sc", "C", "C", "C", "C", "C", "C", "H", "H", "H", "C", "H", "H", "H", "C", "H", "H", "H", "C", "H", "H", "H", "C", "H", "H", "H", "C", "C", "C", "C", "C", "C", "C", "C", "H", "H", "H", "H", "H", "H", "H", "H", "H", "H", "H", "H", "P", "C", "C", "P", "C", "C", "C", "H", "H", "H", "H", "H", "H", "H", "H", "H", "H", "H", "H", "H", "H", "I"],
  "xyz": [[0.314, 0.059, 2.062], [-1.447, -0.615, 3.634], [-1.091, -1.755, 2.833], [0.732, -1.201, 4.155], [-0.316, -0.288, 4.454], [0.270, -2.093, 3.135], [-2.823, -0.097, 3.844], [-3.428, -0.135, 2.928], [-2.810, 0.944, 4.190], [-3.350, -0.691, 4.610], [-0.312, 0.657, 5.599], [-1.214, 1.276, 5.607], [0.561, 1.320, 5.554], [-0.265, 0.112, 6.555], [1.993, -1.328, 4.928], [1.821, -1.763, 5.925], [2.461, -0.346, 5.060], [2.700, -1.972, 4.397], [1.038, -3.246, 2.597], [0.916, -4.142, 3.230], [2.111, -3.013, 2.560], [0.714, -3.507, 1.582], [-2.016, -2.604, 2.039], [-2.209, -3.552, 2.567], [-1.594, -2.860, 1.057], [-2.977, -2.107, 1.875], [-0.653, 2.093, 0.800], [-1.727, 1.270, 0.955], [-2.250, 0.257, -0.028], [-1.249, -0.428, -0.986], [0.014, -0.953, -0.375], [1.169, -0.224, -0.271], [1.354, 1.220, -0.652], [0.158, 2.199, -0.459], [-3.069, 0.702, -0.625], [-0.994, 0.284, -1.802], [-2.733, -0.545, 0.549], [-0.523, 2.110, -1.327], [-0.476, 2.878, 1.542], [-2.411, 1.467, 1.789], [0.570, 3.220, -0.548], [2.183, 1.588, -0.035], [2.107, -0.775, -0.090], [1.728, 1.314, -1.686], [-1.782, -1.237, -1.519], [0.042, -2.034, -0.170], [-0.371, 1.556, -3.439], [-0.518, 3.363, -3.705], [-1.623, 0.857, -4.562], [1.954, -0.424, -3.804], [1.271, 1.249, -4.235], [1.234, -1.396, -5.214], [3.594, -0.105, -4.605], [0.331, 3.880, -3.233], [-1.443, 3.708, -3.216], [-0.544, 3.601, -4.780], [-1.610, 1.366, -5.533], [-2.606, 0.999, -4.081], [-1.484, -0.226, -4.695], [3.485, 0.238, -5.643], [4.178, -1.032, -4.565], [4.117, 0.665, -4.022], [1.962, 1.999, -3.800], [1.211, 1.395, -5.333], [1.773, -2.354, -5.231], [1.351, -0.889, -6.181], [0.172, -1.616, -5.032], [2.327, 1.708, 2.869]],
  "forces_ev_per_angstrom": [[0.35, 0.15, 1.53], [0.82, -0.76, 0.08], [0.63, 0.50, 0.55], [-0.84, -0.13, -0.31], [-0.33, -0.78, -0.59], [-0.55, 0.69, 0.42], [-0.56, 0.29, -0.03], [0.07, -0.03, 0.23], [-0.07, -0.21, -0.08], [0.19, 0.18, -0.25], [0.16, 0.53, 0.20], [0.21, -0.07, 0.07], [-0.17, -0.08, 0.11], [-0.04, 0.10, -0.29], [0.54, 0.15, 0.01], [-0.08, 0.10, -0.32], [-0.01, -0.24, 0.10], [0.01, 0.11, 0.19], [0.34, -0.39, -0.25], [0.02, 0.30, -0.23], [-0.24, -0.18, -0.03], [0.07, -0.06, 0.21], [-0.24, -0.31, -0.41], [0.02, 0.28, -0.16], [-0.20, -0.05, 0.20], [0.13, -0.19, 0.05], [-0.85, 0.12, 0.00], [0.10, 0.93, -0.17], [-0.17, -0.85, 0.07], [-0.62, 0.52, -0.49], [1.02, 0.18, -0.29], [-0.74, -1.11, -1.11], [0.23, 0.77, 0.52], [0.31, 0.14, -0.44], [0.34, 0.02, 0.24], [0.08, -0.55, 0.76], [-0.04, 0.32, -0.05], [0.34, -0.09, 0.75], [-0.13, -0.41, 0.00], [0.45, -0.12, -0.09], [-0.09, -0.39, 0.33], [-0.16, 0.00, -0.17], [-0.43, 0.19, 0.32], [-0.31, -0.34, 0.36], [0.23, 0.09, 0.50], [0.21, 0.46, 0.07], [0.56, 0.26, -0.87], [-0.29, 0.11, -0.18], [-0.22, 0.05, -0.24], [0.22, 0.30, -1.26], [-0.47, 0.13, -0.12], [-0.11, -0.29, 0.43], [0.12, -0.21, 0.40], [-0.27, -0.19, -0.17], [0.26, 0.05, -0.28], [-0.01, 0.11, 0.36], [-0.14, -0.24, 0.04], [0.28, 0.01, -0.28], [0.01, 0.39, 0.02], [0.02, -0.14, 0.27], [0.03, 0.27, -0.14], [0.01, -0.20, -0.17], [-0.30, -0.26, -0.29], [0.23, 0.00, 0.49], [-0.20, 0.20, -0.14], [-0.01, -0.09, 0.26], [0.33, 0.02, -0.13], [-0.10, -0.07, -0.11]],
  "nbo_charge": [1.4088, -0.1596, -0.1660, -0.1154, -0.0865, -0.1063, -0.6333, 0.2145, 0.2277, 0.2453, -0.6429, 0.2243, 0.2414, 0.2406, -0.6409, 0.2401, 0.2425, 0.2248, -0.6467, 0.2458, 0.2292, 0.2175, -0.6300, 0.2444, 0.2120, 0.2229, -0.2255, -0.2398, -0.4455, -0.5252, -0.1744, -0.2794, -0.4715, -0.4889, 0.2552, 0.2628, 0.2300, 0.2482, 0.2565, 0.2488, 0.2460, 0.2580, 0.2621, 0.2616, 0.2402, 0.2362, 0.8262, -0.9389, -0.9465, 0.7818, -1.0426, -0.9257, -0.9225, 0.2379, 0.2368, 0.2347, 0.2340, 0.2394, 0.2409, 0.2254, 0.2374, 0.2301, 0.2494, 0.2416, 0.2406, 0.2255, 0.2231, -0.3380]
}


2.
{
  "formula": "C10H6Cl2CoN2O3Yb",
  "method": "wB97M-V/def2-TZVPD",
  "multiplicity": 6,
  "gap_ev": [8.64, 5.98],
  "s_squared": 8.78,
  "e_above_lowest_ev": 0.2617,
  "energy_ev": -113745.40778,
  "charge": 4,
  "symbols": ["Yb", "Co", "Cl", "Cl", "C", "C", "C", "O", "O", "O", "N", "C", "N", "C", "C", "C", "C", "C", "C", "H", "H", "H", "H", "H", "H"],
  "xyz": [[-3.933, -1.240, -2.670], [-1.068, -0.663, -0.187], [-3.722, -3.473, -1.889], [-2.418, 0.487, -1.721], [0.253, 0.421, -0.665], [-5.951, -2.836, -3.889], [-5.697, -0.529, -4.646], [1.235, 1.030, -0.795], [-6.796, -3.081, -4.627], [-6.465, -0.176, -5.430], [0.524, -2.947, 2.656], [-0.159, -2.650, 1.544], [-0.122, -1.311, 1.331], [0.654, -0.737, 2.400], [1.013, 0.562, 2.802], [1.704, 0.718, 4.032], [2.047, -0.396, 4.826], [1.711, -1.687, 4.413], [1.030, -1.794, 3.214], [0.629, -3.861, 3.069], [-0.680, -3.390, 0.976], [0.735, 1.396, 2.149], [1.990, 1.706, 4.415], [2.565, -0.223, 5.763], [1.912, -2.612, 4.941]],
  "forces_ev_per_angstrom": [[-2.15, -1.70, -1.47], [-3.23, -1.59, 0.66], [0.80, 0.95, 0.36], [-0.08, -0.18, 0.37], [9.18, 5.96, -2.02], [-3.12, -0.97, -2.52], [-2.74, 2.82, -3.33], [-5.08, -2.94, 0.55], [2.93, 0.39, 2.72], [3.30, -1.62, 3.37], [0.09, 0.54, 0.02], [0.84, 1.64, 1.29], [0.10, -1.13, 0.88], [-0.30, -0.71, -0.11], [-0.99, -0.33, -1.69], [0.83, -0.57, 1.51], [-0.08, 0.48, -0.20], [0.96, 0.61, 1.49], [-1.42, -0.75, -2.09], [-0.01, -0.55, -0.01], [-0.20, -0.31, -0.40], [0.27, 0.08, 0.60], [-0.21, -0.26, -0.41], [-0.01, -0.12, -0.04], [0.30, 0.25, 0.47]],
  "lowdin_spin": [1.0052, 2.6718, 0.0102, 0.0731, 0.0805, -0.0002, -0.0011, 0.0131, -0.0001, 0.0000, 0.0805, 0.0447, 0.1115, 0.0213, 0.3027, 0.1784, 0.0000, 0.2430, 0.1432, 0.0008, 0.0027, 0.0106, 0.0041, -0.0030, 0.0071]
}


3.
{
  "formula": "C25H48O3P2SSc",
  "method": "wB97M-V/def2-TZVPD",
  "multiplicity": 1,
  "gap_ev": 8.13,
  "energy_ev": -82956.20797,
  "charge": 1,
  "symbols": ["Sc", "C", "C", "C", "C", "C", "C", "H", "H", "H", "C", "H", "H", "H", "C", "H", "H", "H", "C", "H", "H", "H", "C", "H", "H", "H", "C", "C", "C", "C", "C", "C", "C", "C", "H", "H", "H", "H", "H", "H", "H", "H", "H", "H", "H", "H", "P", "C", "H", "H", "H", "C", "H", "H", "H", "C", "H", "H", "H", "P", "C", "H", "H", "H", "C", "H", "H", "H", "C", "H", "H", "H", "C", "S", "O", "O", "O", "H", "H", "H"],
  "xyz": [[-0.224, 0.026, 0.298], [-2.054, 1.659, 0.766], [-2.413, 0.755, -0.288], [-2.327, -0.442, 1.693], [-2.070, 0.926, 1.989], [-2.540, -0.562, 0.280], [-1.946, 3.133, 0.637], [-1.502, 3.417, -0.329], [-1.332, 3.563, 1.438], [-2.943, 3.603, 0.688], [-2.119, 1.516, 3.341], [-1.941, 2.598, 3.318], [-1.383, 1.068, 4.024], [-3.115, 1.349, 3.785], [-2.585, -1.490, 2.695], [-3.621, -1.422, 3.071], [-1.899, -1.416, 3.550], [-2.442, -2.494, 2.267], [-3.027, -1.759, -0.442], [-4.117, -1.698, -0.597], [-2.816, -2.685, 0.114], [-2.559, -1.835, -1.435], [-2.850, 1.133, -1.643], [-3.906, 1.459, -1.652], [-2.778, 0.274, -2.310], [-2.242, 1.945, -2.064], [1.422, 0.414, -2.198], [0.393, 1.258, -2.399], [-0.160, 1.448, -3.790], [-1.083, 0.340, -4.349], [-1.169, -0.937, -3.562], [-0.099, -1.731, -3.440], [1.208, -1.376, -4.081], [2.051, -0.293, -3.375], [0.652, 1.590, -4.527], [-0.739, 0.134, -5.376], [-0.711, 2.403, -3.827], [2.336, 0.434, -4.158], [1.990, 0.347, -1.262], [0.065, 1.998, -1.665], [3.007, -0.741, -3.070], [1.810, -2.287, -4.191], [-0.171, -2.747, -3.056], [1.046, -1.037, -5.115], [-2.088, 0.756, -4.479], [-2.170, -1.281, -3.292], [1.747, 2.180, 0.885], [1.441, 3.098, 2.437], [2.341, 3.653, 2.724], [1.168, 2.413, 3.245], [0.613, 3.797, 2.304], [3.372, 1.432, 1.245], [4.062, 2.197, 1.625], [3.785, 1.007, 0.322], [3.287, 0.620, 1.981], [2.084, 3.516, -0.303], [2.362, 3.079, -1.272], [2.884, 4.183, 0.045], [1.160, 4.096, -0.451], [0.897, -2.595, 0.188], [-0.168, -3.845, -0.601], [0.428, -4.724, -0.882], [-0.654, -3.421, -1.487], [-0.959, -4.134, 0.105], [2.393, -2.567, -0.866], [2.138, -2.322, -1.906], [2.900, -3.542, -0.824], [3.076, -1.792, -0.488], [1.512, -3.577, 1.592], [1.796, -4.575, 1.252], [0.732, -3.650, 2.350], [2.360, -3.084, 2.070], [0.978, 0.240, 4.800], [1.114, -0.898, 3.418], [2.530, -1.183, 3.236], [0.244, -2.024, 3.769], [0.569, -0.150, 2.172], [1.495, -0.374, 5.547], [-0.046, 0.443, 5.132], [1.522, 1.187, 4.655]],
  "forces_ev_per_angstrom": [[0.11, 0.42, 1.79], [-0.38, -1.11, 0.07], [0.40, -0.48, 0.88], [-0.19, 0.90, -1.02], [-0.31, -0.43, -1.29], [0.19, 1.21, 0.53], [0.04, 0.58, -0.17], [-0.12, 0.03, 0.25], [-0.18, -0.04, -0.24], [0.31, -0.10, -0.03], [0.42, 0.18, 0.75], [-0.04, -0.21, 0.06], [-0.36, 0.16, -0.27], [0.33, 0.06, -0.16], [0.15, -0.71, 0.61], [0.31, -0.02, -0.18], [-0.31, -0.04, -0.25], [-0.11, 0.25, 0.21], [-0.23, -0.59, -0.39], [0.30, -0.09, 0.05], [-0.12, 0.30, -0.23], [-0.22, -0.14, 0.35], [-0.28, 0.29, -0.78], [0.36, -0.03, 0.06], [-0.13, 0.29, 0.05], [-0.27, -0.13, 0.03], [0.10, 0.57, -0.45], [0.73, 0.08, -0.35], [-0.16, 0.82, -0.23], [-0.63, 0.18, -0.33], [0.25, -0.62, -0.69], [-0.45, -0.15, -0.54], [0.21, -0.40, -0.41], [0.83, -0.13, -0.01], [-0.05, -0.09, 0.60], [-0.12, -0.19, 0.33], [0.15, -0.35, 0.13], [-0.17, 0.01, 0.57], [-0.34, 0.16, -0.02], [0.02, -0.41, 0.28], [-0.29, 0.17, 0.09], [-0.10, 0.19, 0.12], [-0.14, 0.39, 0.01], [-0.21, -0.11, 0.26], [0.17, -0.12, 0.14], [0.47, 0.01, 0.07], [-0.56, -0.33, 0.02], [-0.14, -0.01, 0.02], [-0.14, -0.04, -0.04], [0.05, 0.12, -0.29], [0.11, 0.01, 0.00], [0.19, -0.09, -0.18], [-0.09, -0.17, -0.12], [0.03, 0.10, 0.17], [-0.10, 0.25, -0.18], [0.15, 0.19, -0.15], [0.01, 0.17, 0.25], [-0.20, -0.11, -0.13], [0.30, -0.11, 0.07], [0.03, -0.31, -0.29], [-0.23, -0.03, -0.26], [-0.23, 0.16, 0.08], [0.07, -0.30, 0.38], [0.27, -0.02, -0.14], [0.08, 0.06, -0.21], [0.10, -0.20, 0.39], [-0.12, 0.28, -0.06], [-0.09, -0.26, -0.07], [-0.08, 0.11, 0.31], [-0.02, 0.11, -0.15], [0.08, -0.10, -0.09], [-0.08, -0.11, -0.14], [0.54, -0.18, 0.11], [-0.91, -0.25, -0.31], [-0.90, 0.44, 0.10], [1.00, 1.34, -0.42], [0.84, -0.67, 1.30], [-0.14, 0.41, 0.15], [0.32, -0.36, -0.30], [-0.10, -0.64, -0.05]],
  "lowdin_charge": [0.8880, -0.2754, -0.3090, -0.2583, -0.2421, -0.2923, -0.0291, 0.0762, 0.0588, 0.1079, 0.0011, 0.0855, 0.0547, 0.1114, -0.0169, 0.1093, 0.0677, 0.0868, -0.0246, 0.1103, 0.0734, 0.0527, -0.0239, 0.1145, 0.0464, 0.0736, -0.1480, -0.1371, -0.1608, -0.1726, -0.1139, -0.1069, -0.1757, -0.1785, 0.1195, 0.1209, 0.1171, 0.1226, 0.0609, 0.0751, 0.1073, 0.1169, 0.0845, 0.1172, 0.1114, 0.0969, 0.8077, -0.2332, 0.0618, 0.0116, 0.0357, -0.2433, 0.0592, 0.0435, 0.0263, -0.2661, 0.0379, 0.0583, 0.0468, 0.8396, -0.2633, 0.0654, 0.0022, 0.0518, -0.2460, 0.0109, 0.0667, 0.0520, -0.2559, 0.0632, 0.0364, 0.0361, -0.1189, 0.5029, -0.3259, -0.3272, -0.5371, 0.0787, 0.0580, 0.0606]
}


4.
{
  "formula": "C6H14O",
  "method": "wB97M-V/def2-TZVPD",
  "smiles": "CC(C)CCCO",
  "multiplicity": 1,
  "gap_ev": 11.24,
  "e_above_lowest_ev": 2.7648,
  "energy_ev": -8494.12754,
  "charge": 0,
  "symbols": ["C", "C", "C", "C", "C", "C", "O", "H", "H", "H", "H", "H", "H", "H", "H", "H", "H", "H", "H", "H", "H"],
  "xyz": [[0.622, 2.258, 0.509], [0.951, 0.890, -0.248], [2.287, 0.460, 0.365], [-0.147, -0.170, 0.143], [-1.406, -0.550, -0.743], [-2.185, -1.768, -0.091], [-1.511, -3.007, -0.427], [1.497, 2.999, 0.577], [0.528, 2.071, 1.550], [-0.195, 2.941, 0.033], [0.968, 0.949, -1.368], [3.063, 1.288, 0.450], [2.771, -0.328, -0.272], [2.143, -0.049, 1.226], [-0.461, 0.213, 1.144], [0.273, -1.196, 0.244], [-1.951, 0.265, -1.119], [-1.244, -0.862, -1.680], [-2.405, -1.613, 0.889], [-3.163, -1.917, -0.709], [-0.433, -2.872, -0.474]],
  "forces_ev_per_angstrom": [[0.62, 2.05, -2.61], [-0.80, 0.72, 0.42], [1.95, 0.79, -4.10], [-0.54, -0.50, -0.23], [0.16, 0.22, 3.90], [-0.31, 0.22, -5.96], [3.89, 0.84, 0.52], [-0.73, -1.23, -0.78], [-0.97, -0.41, 0.94], [0.94, -1.65, 1.12], [0.29, 0.44, 0.99], [-1.18, -0.96, 0.08], [-0.31, 0.63, 0.21], [-0.49, -1.08, 3.28], [-0.24, -0.91, -0.58], [0.53, 0.87, 0.49], [-1.67, 1.71, 0.97], [2.09, -2.03, -3.45], [-0.34, 0.03, 3.05], [1.38, 0.57, 1.39], [-4.25, -0.31, 0.37]],
  "nbo_charge": [-0.6240, -0.2233, -0.6026, -0.3931, -0.4417, -0.0424, -0.7293, 0.2082, 0.2049, 0.2162, 0.2059, 0.2119, 0.2051, 0.2024, 0.2034, 0.1781, 0.2119, 0.2069, 0.1640, 0.1764, 0.4612]
}